Entry 1:
{
  "formula": "C18H18BCl3CrF4N2O5Si",
  "method": "ωB97M-V/def2-TZVPD",
  "charge": -2,
  "homo_lumo_gap_ha": [0.218, 0.226],
  "multiplicity": 5,
  "relative_energy_ev": 0.136,
  "homo_energy_ha": [-0.070, -0.078],
  "energy_ev": -117594.9942,
  "symbols": ["Cr", "O", "Cl", "O", "O", "O", "Cl", "C", "C", "C", "Cl", "C", "C", "C", "C", "N", "C", "C", "O", "H", "H", "H", "H", "C", "Si", "C", "C", "N", "C", "C", "C", "C", "C", "C", "H", "H", "H", "H", "H", "H", "H", "H", "H", "H", "H", "H", "H", "H", "F", "B", "F", "F", "F"],
  "coordinates": [[-0.4320, -0.1951, 0.5891], [2.8198, 1.9657, -1.3729], [2.3515, 0.7575, -0.7633], [1.7713, -0.1111, -1.7504], [3.4116, 0.1015, -0.0753], [1.2971, 1.1416, 0.2078], [2.2632, -4.4904, 0.5083], [0.6023, -4.2404, 0.0813], [-0.1533, -5.3348, -0.3318], [-1.4691, -5.2033, -0.6880], [-2.3749, -6.6098, -1.2021], [-2.0985, -3.9432, -0.6459], [-3.4430, -3.6783, -0.9957], [-3.9346, -2.4036, -0.9131], [-3.0925, -1.3667, -0.4777], [-1.8342, -1.5929, -0.1517], [-1.3225, -2.8489, -0.2227], [0.0688, -2.9427, 0.1605], [0.6956, -1.8973, 0.5183], [0.3204, -6.3065, -0.3670], [-4.0714, -4.4953, -1.3248], [-4.9605, -2.1768, -1.1687], [-3.4279, -0.3427, -0.3776], [-0.4863, 3.8302, -0.7394], [-1.7006, 2.4024, -0.9446], [-3.3776, 3.1585, -1.4428], [-1.2191, 1.3682, -2.4411], [-1.8221, 1.3750, 0.4239], [-2.7114, 1.6222, 1.4300], [-3.0569, 0.6232, 2.3630], [-3.9823, 0.8475, 3.3612], [-4.6278, 2.0730, 3.4874], [-4.2894, 3.0803, 2.5935], [-3.3526, 2.8670, 1.5985], [-0.5607, 4.5443, -1.5629], [0.5347, 3.4543, -0.6905], [-0.6914, 4.3595, 0.1935], [-3.3921, 3.2639, -2.5284], [-3.5645, 4.1397, -1.0106], [-4.2075, 2.5126, -1.1546], [-1.0757, 2.0262, -3.3018], [-2.0418, 0.6885, -2.6816], [-0.3149, 0.7781, -2.3273], [-2.5519, -0.3345, 2.3317], [-4.1805, 0.0501, 4.0685], [-5.3481, 2.2464, 4.2774], [-4.7455, 4.0616, 2.6799], [-3.0882, 3.6946, 0.9467], [1.1620, -1.0243, 4.1119], [-0.0982, -0.6376, 3.6979], [-0.7493, -1.6866, 3.0163], [-0.8677, -0.2312, 4.7811], [0.0031, 0.4425, 2.7638]],
  "lowdin_charge": [0.83, -0.35, 0.67, -0.35, -0.32, -0.41, 0.67, -0.58, -0.15, -0.63, 0.61, -0.18, -0.03, -0.04, -0.10, 0.06, -0.12, -0.38, -0.11, 0.09, 0.08, 0.10, 0.10, -0.16, 0.39, -0.19, -0.16, -0.16, -0.37, -0.05, -0.10, -0.15, -0.13, -0.08, 0.02, 0.01, 0.02, 0.01, 0.01, 0.03, 0.03, 0.02, 0.00, 0.09, 0.10, 0.07, 0.08, 0.07, 0.13, -1.27, 0.09, 0.12, 0.07]
}

Entry 2:
{
  "formula": "C12H27N3",
  "method": "ωB97M-V/def2-TZVPD",
  "homo_lumo_gap_ha": 0.295,
  "relative_energy_ev": 13.322,
  "homo_energy_ha": -0.295,
  "energy_ev": -17336.8625,
  "symbols": ["C", "C", "C", "C", "C", "C", "C", "C", "C", "C", "C", "C", "H", "H", "H", "H", "H", "H", "H", "H", "H", "H", "H", "H", "H", "H", "H", "H", "H", "H", "H", "H", "H", "H", "H", "H", "H", "H", "H", "N", "N", "N"],
  "coordinates": [[-3.6444, -3.6374, -1.4078], [-3.3567, -2.0417, -1.1270], [-3.3745, -0.3184, 0.7614], [-1.7323, -0.0738, 0.9336], [-1.2844, 1.3082, 1.5877], [1.4420, 1.2612, 1.5191], [1.9888, -0.0585, 1.4735], [3.1045, -0.1099, 0.5425], [2.7613, -0.6651, -0.8100], [2.2694, 0.3350, -1.8207], [1.1276, 1.3341, -1.1981], [1.7790, 2.0497, 0.1326], [-4.5764, -3.6361, -2.1059], [-2.6131, -4.0777, -2.0012], [-3.8829, -4.2921, -0.4674], [-2.1203, -2.1500, -1.2818], [-3.5753, -1.4055, -2.0890], [-3.5577, -2.3341, 0.9233], [-4.1244, -0.2201, 1.5560], [-3.7420, 0.5270, 0.1343], [-1.3714, -0.3933, -0.1769], [-1.3377, -0.8402, 1.6705], [-1.9688, 1.7736, 2.3905], [-1.3617, 1.9826, 0.7626], [-0.1566, 1.8508, 3.3991], [1.8507, 1.9668, 2.3442], [2.3556, -0.3073, 2.4854], [1.1566, -0.5218, 1.2965], [3.4885, 0.9024, 0.7294], [3.8868, -0.7535, 1.1860], [3.7154, -1.1604, -1.4057], [2.0690, -1.4918, -1.0176], [1.8144, -0.1563, -2.8384], [3.5755, 0.8932, -4.0719], [2.0882, 1.8482, -3.2019], [0.1240, 0.8647, -0.7896], [0.8722, 2.2680, -1.9438], [3.0455, 1.7987, 0.0449], [1.4759, 3.3293, 0.3557], [-3.7039, -1.6575, 0.2385], [-0.0752, 1.3158, 2.3708], [3.2631, 1.4039, -2.5247]],
  "lowdin_charge": [-0.14, -0.31, -0.22, -0.15, -0.33, -0.27, -0.26, -0.24, -0.19, -0.47, -0.17, -0.15, 0.06, 0.11, 0.07, 0.10, 0.13, 0.07, 0.10, 0.11, 0.11, 0.10, 0.13, 0.07, 0.17, 0.13, 0.14, 0.05, 0.08, 0.16, 0.16, 0.12, 0.13, 0.19, 0.15, 0.09, 0.11, 0.13, 0.18, -0.12, -0.07, -0.07]
}